7
Properties=species:S:1:pos:R:3:lowdin_charge:R:1 method="wB97M-V/def2-TZVPD" spin_multiplicity=1 relative_energy_kcal_mol=6.8 homo_energy_ev=-9.29 energy_ev=-89704.0213 gap_ha=0.29320 fmax_ev_per_a=2.17 e_lumo_ev=-1.31 total_charge=0
C 1.725 0.976 0.415 -1.00
P -0.518 -0.848 -0.164 0.40
P 1.487 -0.555 -0.471 0.43
Br 1.217 0.936 2.366 0.43
H 2.789 1.083 0.294 -0.03
H 0.993 1.783 0.117 0.01
H -0.340 -1.815 -1.173 -0.26